1.
DFT (ωB97M-V/def2-TZVPD) results for C30H31BBrN10O2V as an isolated structure at a distorted geometry.

Its charge is +3. The calculation puts the gap between HOMO and LUMO (alpha / beta) at 5.415 / 4.709 eV. As for the HOMO energy (alpha / beta): -16.1162 / -16.1128 eV. For the lowest unoccupied orbital energy (alpha / beta), the calculation gives -10.701 / -11.404 eV. The molecular weight comes out at 705.31 g mol⁻¹. The expectation value of S² is 0.900. The spin multiplicity is 2.

Each line ends with the Löwdin spin population.
Atoms and positions in Å:
1 V 0.50 -1.63 -0.03  0.712
2 C -0.83 -0.92 -3.27  0.000
3 C 0.35 -0.19 -2.74  -0.001
4 C 1.07 0.85 -3.29  0.001
5 C 2.06 1.16 -2.36  0.002
6 N 1.96 0.35 -1.32  0.001
7 N 0.90 -0.50 -1.54  -0.015
8 B 2.86 0.26 -0.03  0.001
9 N 1.94 0.38 1.26  0.001
10 C 2.03 1.20 2.29  0.001
11 C 1.04 0.89 3.22  0.001
12 C 0.33 -0.16 2.67  -0.002
13 C -0.86 -0.90 3.19  0.000
14 N 0.89 -0.48 1.48  -0.016
15 N 3.39 -1.20 0.01  0.004
16 C 4.62 -1.68 0.10  -0.004
17 C 4.57 -3.06 0.16  -0.001
18 C 3.22 -3.38 0.11  0.000
19 C 2.69 -4.77 0.15  0.001
20 N 2.48 -2.24 0.02  0.002
21 N 3.83 1.39 -0.05  0.000
22 C 5.18 1.56 -0.14  0.000
23 C 5.43 2.90 -0.15  0.000
24 C 4.17 3.52 -0.06  0.000
25 C 3.86 4.98 -0.03  0.000
26 N 3.21 2.61 -0.01  0.000
27 H -0.92 -0.77 -4.34  0.000
28 H -1.76 -0.55 -2.82  0.000
29 H -0.76 -1.99 -3.09  0.000
30 H 0.91 1.32 -4.25  0.000
31 H 2.83 1.92 -2.38  0.000
32 H 2.79 1.97 2.31  0.000
33 H 0.87 1.36 4.17  0.000
34 H -0.93 -0.77 4.27  0.000
35 H -0.79 -1.97 2.99  0.000
36 H -1.78 -0.52 2.76  0.000
37 H 5.48 -1.04 0.13  0.000
38 H 5.39 -3.75 0.23  0.000
39 H 3.52 -5.45 0.31  0.000
40 H 2.23 -5.06 -0.79  0.000
41 H 2.00 -4.92 0.99  0.000
42 H 5.88 0.75 -0.21  0.000
43 H 6.40 3.37 -0.21  0.000
44 H 4.78 5.56 -0.09  0.000
45 H 3.35 5.25 0.89  0.000
46 H 3.23 5.26 -0.87  0.000
47 C -0.65 -4.69 -0.19  0.006
48 O -0.88 -3.24 -0.06  0.027
49 C -2.22 -2.88 -0.01  0.033
50 C -3.28 -3.74 0.01  -0.015
51 C -4.56 -3.17 0.06  0.050
52 Br -6.04 -4.28 0.10  0.032
53 C -4.75 -1.78 0.07  0.008
54 C -3.68 -0.92 0.04  0.027
55 C -2.37 -1.48 0.01  0.015
56 O -1.27 -0.79 -0.02  0.111
57 C -3.87 0.53 0.05  -0.002
58 N -2.90 1.45 0.03  0.004
59 C -3.45 2.73 0.05  0.003
60 C -2.87 3.99 0.04  0.000
61 C -3.75 5.05 0.06  0.003
62 C -5.15 4.87 0.09  0.002
63 C -5.72 3.62 0.10  0.000
64 C -4.83 2.54 0.08  0.003
65 N -5.04 1.17 0.08  0.004
66 H -1.18 -5.04 -1.07  0.000
67 H -1.01 -5.17 0.72  0.001
68 H 0.41 -4.82 -0.30  0.001
69 H -3.18 -4.82 0.01  -0.001
70 H -5.77 -1.42 0.10  0.000
71 H -1.92 1.21 0.01  0.000
72 H -1.80 4.14 0.02  0.000
73 H -3.36 6.06 0.05  0.000
74 H -5.79 5.74 0.10  0.000
75 H -6.79 3.48 0.12  0.000
76 H -5.95 0.73 0.09  0.000

2.
DFT (ωB97M-V/def2-TZVPD) results for a 2-piece molecular cluster, C3H8N3S overall at a distorted geometry.

Its charge is +1. The calculation puts the gap between HOMO and LUMO (alpha / beta) at 7.363 / 5.729 eV. As for the HOMO energy (alpha / beta): -11.1166 / -14.3742 eV. For the lowest unoccupied orbital energy (alpha / beta), the calculation gives -3.754 / -8.645 eV. The molecular weight comes out at 118.18 g mol⁻¹. The expectation value of S² is 2.032. The spin multiplicity is 3.

Each line ends with the Löwdin spin population.
Atoms and positions in Å:
1 C 1.18 1.01 0.81  0.371
2 C 1.45 0.50 -0.54  0.134
3 C 0.41 -1.03 1.17  0.342
4 N 0.52 0.23 1.62  -0.009
5 N -0.36 -1.97 1.65  0.288
6 N -1.21 0.87 -1.92  0.006
7 S 1.19 -1.30 -0.37  0.777
8 H 1.59 1.89 1.35  0.016
9 H 0.84 1.01 -1.21  0.035
10 H 2.45 0.60 -0.94  0.022
11 H -0.86 -2.00 2.53  0.007
12 H -0.41 -2.90 1.28  0.008
13 H -2.20 0.92 -1.74  0.000
14 H -1.04 0.13 -2.62  0.002
15 H -1.07 1.72 -2.54  0.000

3.
DFT (ωB97M-V/def2-TZVPD) results for a 7-piece molecular cluster, C28H49N7 overall at a distorted geometry.

The calculation puts the gap between HOMO and LUMO at 11.382 eV. As for the HOMO energy: -11.0413 eV. For the lowest unoccupied orbital energy, the calculation gives 0.341 eV. The molecular weight comes out at 483.75 g mol⁻¹. As for the SMILES: CCCC#N.CCCC#N.CCCC#N.CCCC#N.CCCC#N.CCCC#N.CCCC#N.

Each line ends with the Löwdin charge.
Atoms and positions in Å:
1 C -3.87 0.40 -1.76  -0.096
2 C -4.19 1.37 -2.92  -0.250
3 C -5.73 1.59 -2.98  -0.198
4 C -6.32 2.26 -1.82  -0.240
5 N -6.76 2.87 -0.96  0.154
6 H -4.47 -0.50 -1.78  0.065
7 H -4.21 0.90 -0.86  0.070
8 H -2.82 0.13 -1.70  0.071
9 H -3.84 1.00 -3.88  0.078
10 H -3.92 2.40 -2.70  0.067
11 H -6.22 0.62 -3.10  0.094
12 H -5.94 2.26 -3.81  0.109
13 C -11.92 -0.66 -4.59  -0.092
14 C -10.65 -0.16 -3.74  -0.219
15 C -9.29 -0.13 -4.43  -0.190
16 C -9.18 0.54 -5.74  -0.244
17 N -9.13 1.00 -6.75  0.152
18 H -12.01 -0.20 -5.58  0.062
19 H -12.80 -0.42 -3.99  0.062
20 H -11.97 -1.74 -4.75  0.060
21 H -10.70 -0.77 -2.84  0.101
22 H -10.96 0.86 -3.51  0.099
23 H -8.94 -1.16 -4.49  0.116
24 H -8.50 0.32 -3.83  0.088
25 C -4.04 -4.03 -6.81  -0.105
26 C -3.87 -3.95 -5.28  -0.258
27 C -3.58 -2.52 -4.87  -0.188
28 C -4.43 -1.40 -5.43  -0.206
29 N -5.11 -0.59 -5.87  0.156
30 H -4.90 -3.47 -7.17  0.072
31 H -4.34 -5.06 -6.99  0.069
32 H -3.13 -3.80 -7.38  0.082
33 H -3.04 -4.59 -4.99  0.109
34 H -4.71 -4.35 -4.71  0.110
35 H -2.58 -2.25 -5.22  0.117
36 H -3.55 -2.45 -3.79  0.107
37 C -7.80 7.65 0.37  -0.115
38 C -8.25 6.27 -0.15  -0.264
39 C -9.16 5.54 0.82  -0.206
40 C -10.31 6.27 1.31  -0.228
41 N -11.28 6.74 1.76  0.137
42 H -7.26 8.28 -0.32  0.061
43 H -7.23 7.54 1.29  0.075
44 H -8.63 8.27 0.71  0.064
45 H -7.37 5.64 -0.25  0.082
46 H -8.61 6.49 -1.15  0.108
47 H -8.59 5.09 1.63  0.127
48 H -9.48 4.63 0.32  0.117
49 C -2.42 3.25 -5.80  -0.095
50 C -3.41 4.02 -6.71  -0.236
51 C -4.53 3.11 -7.27  -0.203
52 C -5.17 3.50 -8.47  -0.261
53 N -5.69 3.79 -9.46  0.142
54 H -1.68 4.02 -5.62  0.064
55 H -1.98 2.39 -6.30  0.079
56 H -2.88 3.02 -4.83  0.037
57 H -2.86 4.55 -7.49  0.107
58 H -3.95 4.78 -6.15  0.090
59 H -5.32 3.04 -6.52  0.117
60 H -4.12 2.14 -7.56  0.117
61 C -4.96 9.45 -3.91  -0.070
62 C -4.28 8.24 -3.07  -0.227
63 C -4.91 6.88 -3.24  -0.204
64 C -4.47 5.82 -2.32  -0.217
65 N -4.15 5.04 -1.59  0.181
66 H -6.04 9.36 -3.94  0.063
67 H -4.69 9.26 -4.95  0.061
68 H -4.61 10.44 -3.61  0.066
69 H -4.40 8.51 -2.02  0.100
70 H -3.22 8.20 -3.27  0.101
71 H -4.96 6.49 -4.26  0.109
72 H -6.00 6.92 -3.20  0.115
73 C 0.27 4.50 0.53  -0.140
74 C 0.46 5.63 -0.40  -0.233
75 C -0.63 5.55 -1.60  -0.165
76 C -0.94 4.24 -2.09  -0.258
77 N -1.14 3.18 -2.49  0.179
78 H -0.75 4.35 0.88  0.090
79 H 0.99 4.46 1.34  0.080
80 H 0.40 3.60 -0.07  0.064
81 H 1.41 5.72 -0.93  0.103
82 H 0.41 6.51 0.24  0.102
83 H -0.35 6.24 -2.40  0.109
84 H -1.54 6.03 -1.23  0.092

4.
DFT (ωB97M-V/def2-TZVPD) results for C40H41HfN9S4 as an isolated structure at a distorted geometry.

Its charge is +2. The calculation puts the gap between HOMO and LUMO at 7.861 eV. As for the HOMO energy: -12.5601 eV. For the lowest unoccupied orbital energy, the calculation gives -4.699 eV. The molecular weight comes out at 954.59 g mol⁻¹.

Each line ends with the Löwdin charge.
Atoms and positions in Å:
1 Hf -1.89 -0.30 -1.69  1.206
2 N 0.11 -0.54 -2.21  -0.400
3 S 1.45 -0.28 -1.67  0.827
4 N 1.69 -0.83 -0.14  -0.351
5 S 1.75 -0.12 1.24  0.906
6 N 0.54 0.68 1.77  -0.358
7 S -1.00 0.28 1.37  0.797
8 N -1.42 0.76 0.04  -0.409
9 C -1.09 -1.49 1.69  -0.318
10 C -1.02 -1.89 3.01  -0.062
11 C -1.05 -3.25 3.31  -0.043
12 C -1.14 -4.17 2.28  -0.040
13 C -1.21 -3.76 0.96  -0.036
14 C -1.18 -2.41 0.65  -0.122
15 C -1.91 1.01 2.71  -0.327
16 C -3.29 0.83 2.67  -0.053
17 C -4.06 1.41 3.65  -0.041
18 C -3.46 2.17 4.65  -0.043
19 C -2.09 2.35 4.67  -0.049
20 C -1.29 1.77 3.69  -0.065
21 C 2.11 -1.46 2.34  -0.326
22 C 2.29 -2.75 1.85  -0.056
23 C 2.53 -3.77 2.76  -0.043
24 C 2.59 -3.49 4.12  -0.039
25 C 2.41 -2.19 4.59  -0.041
26 C 2.17 -1.16 3.69  -0.060
27 C 3.11 1.00 1.45  -0.316
28 C 2.88 2.33 1.77  -0.053
29 C 3.97 3.16 1.96  -0.039
30 C 5.26 2.66 1.84  -0.035
31 C 5.47 1.32 1.53  -0.039
32 C 4.40 0.47 1.34  -0.057
33 C 1.99 1.43 -1.72  -0.302
34 C 3.32 1.72 -1.98  -0.053
35 C 3.71 3.05 -2.08  -0.043
36 C 2.76 4.06 -1.93  -0.045
37 C 1.43 3.75 -1.67  -0.047
38 C 1.04 2.42 -1.58  -0.071
39 C 2.70 -1.17 -2.57  -0.328
40 C 2.48 -1.29 -3.94  -0.051
41 C 3.40 -1.98 -4.70  -0.039
42 C 4.52 -2.54 -4.10  -0.040
43 C 4.73 -2.41 -2.73  -0.047
44 C 3.81 -1.72 -1.96  -0.076
45 H -0.97 -1.15 3.80  0.123
46 H -1.00 -3.57 4.34  0.122
47 H -1.17 -5.23 2.51  0.121
48 H -1.30 -4.49 0.16  0.125
49 H -1.25 -2.09 -0.38  0.025
50 H -3.74 0.24 1.87  0.082
51 H -5.14 1.28 3.65  0.120
52 H -4.07 2.63 5.42  0.119
53 H -1.63 2.95 5.45  0.117
54 H -0.22 1.89 3.69  0.099
55 H 2.23 -2.93 0.79  0.109
56 H 2.68 -4.78 2.41  0.121
57 H 2.79 -4.28 4.83  0.121
58 H 2.46 -1.98 5.65  0.121
59 H 2.02 -0.14 4.03  0.124
60 H 1.86 2.69 1.86  0.110
61 H 3.82 4.20 2.22  0.121
62 H 6.11 3.31 2.01  0.121
63 H 6.48 0.93 1.46  0.121
64 H 4.54 -0.58 1.13  0.115
65 H 4.05 0.93 -2.12  0.114
66 H 4.74 3.30 -2.30  0.120
67 H 3.06 5.09 -2.03  0.119
68 H 0.70 4.54 -1.56  0.117
69 H 0.01 2.16 -1.38  0.068
70 H 1.59 -0.86 -4.38  0.115
71 H 3.25 -2.09 -5.77  0.120
72 H 5.24 -3.09 -4.70  0.120
73 H 5.60 -2.86 -2.27  0.117
74 H 3.94 -1.63 -0.89  0.088
75 C -4.80 3.36 -2.96  -0.027
76 N -5.18 1.96 -3.04  -0.125
77 C -6.60 1.65 -3.16  -0.015
78 C -4.24 1.00 -2.95  -0.465
79 N -2.96 1.29 -2.66  -0.007
80 N -4.61 -0.28 -3.19  0.079
81 C -4.04 -1.50 -2.53  -0.987
82 N -4.91 -2.56 -2.91  0.066
83 N -2.67 -1.72 -2.89  -0.183
84 H -5.65 3.98 -3.24  0.096
85 H -3.99 3.59 -3.65  0.100
86 H -4.50 3.64 -1.94  0.103
87 H -6.89 1.52 -4.21  0.107
88 H -7.17 2.47 -2.75  0.097
89 H -6.85 0.76 -2.59  0.094
90 H -2.82 2.27 -2.48  0.053
91 H -5.53 -0.43 -3.58  0.117
92 H -5.76 -2.58 -2.36  0.080
93 H -4.43 -3.45 -2.82  0.089
94 H -2.60 -1.87 -3.89  0.077
95 S -3.98 -1.14 -0.67  0.543

Which of these has the highest molecular weight? C40H41HfN9S4